1.
The following is a quantum chemistry calculation of C42H79As3BrCrN3O4PSe as an isolated structure, from the Open Molecules 2025 dataset.

Geometry (Å):
Cr1 -0.29 -0.07 -0.67
C1 1.81 2.66 -5.24
As1 1.50 2.18 -3.36
C2 0.71 3.89 -2.86
C3 3.30 2.54 -2.65
C4 4.20 1.30 -2.63
C5 4.28 0.66 -4.03
C6 3.71 0.26 -1.62
As2 1.97 -0.66 -1.65
C7 2.69 -2.21 -0.70
C8 1.81 -1.50 -3.39
C9 5.67 1.68 -2.29
As3 6.51 2.28 -0.60
C10 5.24 3.55 0.21
C11 6.19 0.74 0.58
H1 2.49 3.51 -5.31
H2 0.85 2.93 -5.68
H3 2.22 1.82 -5.81
H4 1.32 4.71 -3.24
H5 0.63 3.96 -1.77
H6 -0.29 3.96 -3.28
H7 3.17 2.91 -1.63
H8 3.76 3.34 -3.23
H9 3.30 0.31 -4.37
H10 4.95 -0.20 -4.02
H11 4.65 1.38 -4.76
H12 3.75 0.68 -0.61
H13 4.40 -0.58 -1.63
H14 3.45 -2.66 -1.33
H15 1.91 -2.94 -0.50
H16 3.12 -1.89 0.24
H17 2.78 -1.87 -3.72
H18 1.39 -0.82 -4.11
H19 1.13 -2.34 -3.26
H20 5.97 2.46 -2.99
H21 6.31 0.82 -2.53
H22 4.72 4.13 -0.55
H23 5.82 4.24 0.83
H24 4.51 3.05 0.84
H25 6.39 -0.19 0.04
H26 5.18 0.71 0.98
H27 6.90 0.80 1.41
C12 0.35 -7.14 2.04
C13 -0.30 -6.15 3.01
C14 -1.81 -6.43 3.08
C15 0.29 -6.38 4.41
C16 -0.06 -4.72 2.52
C17 -0.58 -4.30 1.30
C18 -0.34 -3.01 0.89
Br1 -0.97 -2.47 -0.82
C19 0.40 -2.02 1.58
O1 0.51 -0.80 1.08
C20 0.99 -2.49 2.79
C21 0.72 -3.80 3.20
C22 1.98 -1.72 3.70
C23 2.33 -0.31 3.24
C24 3.30 -2.50 3.76
C25 1.41 -1.61 5.12
H28 0.19 -8.17 2.39
H29 1.43 -6.97 1.98
H30 -0.07 -7.05 1.04
H31 -1.99 -7.43 3.47
H32 -2.28 -6.36 2.09
H33 -2.31 -5.71 3.74
H34 0.06 -7.39 4.74
H35 -0.13 -5.68 5.14
H36 1.38 -6.26 4.41
H37 -1.17 -4.96 0.67
H38 1.16 -4.11 4.14
H39 2.83 -0.33 2.26
H40 3.02 0.14 3.96
H41 1.46 0.32 3.15
H42 3.72 -2.62 2.76
H43 3.18 -3.50 4.19
H44 4.03 -1.96 4.38
H45 0.47 -1.05 5.12
H46 2.11 -1.09 5.77
H47 1.21 -2.59 5.56
C26 -3.09 4.02 1.20
N1 -2.75 2.79 0.48
C27 -2.53 3.00 -0.96
P1 -2.57 1.34 1.19
O2 -2.11 0.29 0.22
N2 -1.53 1.46 2.47
C28 -1.48 0.27 3.33
C29 -1.09 2.68 3.12
N3 -4.00 0.80 1.83
C30 -5.00 0.28 0.90
C31 -4.60 1.52 2.95
H48 -2.26 4.72 1.15
H49 -3.32 3.83 2.24
H50 -3.97 4.48 0.74
H51 -1.71 3.72 -1.10
H52 -3.45 3.39 -1.41
H53 -2.26 2.08 -1.45
H54 -1.76 -0.62 2.78
H55 -2.15 0.38 4.20
H56 -0.46 0.15 3.68
H57 -0.93 3.47 2.39
H58 -0.12 2.48 3.59
H59 -1.78 3.02 3.90
H60 -4.52 -0.21 0.06
H61 -5.65 1.08 0.52
H62 -5.64 -0.45 1.41
H63 -3.83 1.92 3.60
H64 -5.21 0.84 3.54
H65 -5.24 2.34 2.62
C32 -7.32 1.36 -4.26
C33 -5.89 1.08 -3.88
C34 -5.54 -0.06 -3.16
C35 -4.22 -0.34 -2.82
C36 -3.93 -1.60 -2.06
C37 -3.20 0.54 -3.22
Se1 -1.32 0.20 -2.95
C38 -3.53 1.70 -3.93
C39 -2.52 2.75 -4.36
C40 -4.87 1.94 -4.25
H66 -7.99 0.59 -3.88
H67 -7.43 1.39 -5.35
H68 -7.65 2.33 -3.87
H69 -6.32 -0.75 -2.85
H70 -4.86 -2.12 -1.80
H71 -3.38 -1.39 -1.15
H72 -3.32 -2.28 -2.66
H73 -1.50 2.40 -4.22
H74 -2.65 3.66 -3.77
H75 -2.67 3.01 -5.41
H76 -5.11 2.84 -4.80
C41 1.91 2.19 0.98
C42 0.68 2.67 0.27
O3 0.30 3.83 0.37
O4 0.08 1.81 -0.53
H77 2.05 2.74 1.91
H78 2.75 2.40 0.32
H79 1.86 1.12 1.16

Calculated values
lowest unoccupied orbital energy (alpha / beta) = 0.141 / 0.494 eV
2S+1 = 4
net charge = 0
frontier orbital gap (alpha / beta) = 7.174 / 7.589 eV
ΔE to the lowest compared entry with this formula, charge and spin = 0.2111 eV

2.
The following is a quantum chemistry calculation of a 6-piece molecular cluster, C42H80O14PS overall, from the Open Molecules 2025 dataset.

Geometry (Å):
C1 5.07 1.46 -0.32
O1 6.44 1.70 -0.44
C2 6.93 1.43 -1.75
C3 6.89 -0.07 -2.07
C4 8.14 -0.59 -2.80
C5 8.33 -2.10 -2.59
C6 7.43 -2.95 -3.50
C7 6.05 -3.27 -2.90
C8 6.19 -4.09 -1.62
C9 5.01 -5.03 -1.38
C10 3.65 -4.34 -1.53
C11 3.51 -3.02 -0.76
C12 3.06 -3.21 0.69
C13 1.56 -3.47 0.86
S1 0.57 -2.29 -0.09
C14 -0.82 -3.16 -0.88
C15 -0.91 -2.80 -2.37
C16 -1.02 -1.31 -2.69
C17 -0.20 -0.84 -3.88
C18 0.64 -1.66 -4.64
C19 1.38 -1.16 -5.72
C20 1.28 0.18 -6.06
C21 0.43 1.01 -5.33
C22 -0.30 0.50 -4.26
P1 -0.45 -0.95 1.28
O2 -1.86 -0.90 0.91
O3 -0.22 -1.40 2.77
O4 0.23 0.44 1.06
H1 4.68 1.96 0.56
H2 4.52 1.81 -1.21
H3 4.84 0.39 -0.22
H4 6.32 2.00 -2.45
H5 7.94 1.82 -1.77
H6 6.73 -0.63 -1.14
H7 6.03 -0.24 -2.71
H8 8.05 -0.38 -3.87
H9 9.03 -0.08 -2.44
H10 9.36 -2.34 -2.84
H11 8.21 -2.32 -1.53
H12 7.92 -3.92 -3.63
H13 7.36 -2.50 -4.49
H14 5.53 -3.86 -3.66
H15 5.52 -2.34 -2.73
H16 7.15 -4.60 -1.60
H17 6.23 -3.39 -0.78
H18 5.10 -5.54 -0.42
H19 5.06 -5.81 -2.14
H20 2.88 -5.05 -1.22
H21 3.48 -4.15 -2.59
H22 4.45 -2.47 -0.74
H23 2.83 -2.38 -1.31
H24 3.36 -2.35 1.30
H25 3.58 -4.08 1.10
H26 1.31 -4.49 0.59
H27 1.31 -3.38 1.91
H28 -1.74 -3.03 -0.33
H29 -0.55 -4.21 -0.82
H30 -1.81 -3.31 -2.70
H31 -0.08 -3.29 -2.86
H32 -2.05 -1.04 -2.88
H33 -0.72 -0.69 -1.84
H34 0.74 -2.71 -4.42
H35 2.02 -1.84 -6.25
H36 1.87 0.54 -6.89
H37 0.35 2.04 -5.62
H38 -0.93 1.20 -3.73
H39 -0.31 -2.35 2.89
H40 -0.03 0.68 0.13
O5 -3.45 4.00 5.63
C23 -3.31 2.94 5.08
O6 -2.84 2.94 3.81
C24 -2.47 1.74 3.13
C25 -3.65 1.05 2.47
C26 -3.71 1.64 5.72
H41 -1.93 1.07 3.81
H42 -1.76 2.05 2.37
H43 -4.39 0.73 3.21
H44 -3.31 0.17 1.92
H45 -4.15 1.73 1.78
H46 -4.77 1.48 5.56
H47 -3.52 1.71 6.79
H48 -3.16 0.77 5.35
O7 -6.05 -0.32 5.33
C27 -6.95 0.08 4.62
O8 -7.21 1.39 4.60
C28 -8.13 1.99 3.68
C29 -9.56 1.93 4.18
C30 -7.82 -0.88 3.84
H49 -8.02 1.56 2.68
H50 -7.81 3.03 3.60
H51 -9.90 0.90 4.28
H52 -10.23 2.44 3.49
H53 -9.64 2.40 5.16
H54 -8.60 -1.25 4.49
H55 -7.20 -1.71 3.51
H56 -8.26 -0.44 2.95
O9 7.30 -1.49 -7.03
C31 6.86 -0.39 -6.89
O10 5.81 -0.21 -6.06
C32 5.32 1.07 -5.66
C33 4.34 1.65 -6.66
C34 7.41 0.79 -7.66
H57 6.15 1.75 -5.45
H58 4.81 0.90 -4.71
H59 4.81 1.83 -7.62
H60 3.94 2.60 -6.29
H61 3.52 0.96 -6.82
H62 6.93 0.82 -8.64
H63 8.47 0.64 -7.79
H64 7.27 1.75 -7.16
O11 -11.95 1.37 5.99
C35 -11.74 0.92 7.09
O12 -11.36 1.76 8.07
C36 -11.26 1.37 9.44
C37 -9.92 0.75 9.75
C38 -11.82 -0.56 7.37
H65 -12.09 0.73 9.72
H66 -11.37 2.30 10.00
H67 -9.76 -0.18 9.19
H68 -9.84 0.52 10.81
H69 -9.11 1.43 9.48
H70 -10.87 -1.02 7.09
H71 -12.61 -0.98 6.75
H72 -12.05 -0.81 8.40
O13 0.25 1.82 -1.43
C39 0.35 3.00 -1.14
O14 0.92 3.81 -2.01
C40 0.94 5.24 -1.88
C41 2.09 5.71 -1.02
C42 -0.09 3.53 0.21
H73 -0.02 5.61 -1.52
H74 1.06 5.62 -2.89
H75 2.01 5.34 0.00
H76 2.12 6.80 -0.98
H77 3.04 5.35 -1.42
H78 0.71 3.37 0.93
H79 -0.97 2.97 0.53
H80 -0.37 4.58 0.20

Calculated values
lowest unoccupied orbital energy = -2.992 eV
2S+1 = 1
net charge = +1
frontier orbital gap = 8.313 eV

3.
The following is a quantum chemistry calculation of a 6-piece molecular cluster, C42H80O17S6 overall, from the Open Molecules 2025 dataset.

Geometry (Å):
C1 0.23 -2.29 1.62
C2 1.52 -3.07 1.06
C3 2.79 -2.87 2.03
C4 3.24 -1.33 2.02
C5 4.64 -1.04 1.29
C6 5.14 0.46 1.73
C7 4.39 1.53 0.80
C8 3.73 2.76 1.66
C9 2.45 2.17 2.43
C10 1.85 3.12 3.57
C11 1.37 4.57 3.06
C12 1.02 4.66 1.50
C13 -0.12 5.78 1.19
C14 -0.47 5.60 -0.38
C15 -1.88 4.85 -0.57
C16 -1.77 3.34 -1.10
O1 -0.63 3.02 -1.97
S1 -0.09 1.44 -1.71
O2 1.39 1.52 -1.45
O3 -0.17 0.54 -2.92
O4 -1.12 1.08 -0.45
C17 -2.11 2.11 -0.13
C18 -3.52 1.47 -0.62
C19 -3.40 0.56 -1.93
O5 -3.63 1.02 -3.07
C20 -2.37 2.35 1.43
O6 -3.64 3.03 1.57
C21 -4.29 2.70 2.80
C22 -5.82 2.22 2.66
O7 -3.71 2.82 3.90
H1 0.48 -1.24 2.03
H2 -0.21 -2.88 2.50
H3 -0.49 -2.15 0.75
H4 1.76 -2.67 0.01
H5 1.23 -4.17 0.98
H6 2.42 -3.10 3.10
H7 3.67 -3.52 1.73
H8 2.47 -0.62 1.57
H9 3.36 -1.00 3.12
H10 5.43 -1.83 1.45
H11 4.42 -0.96 0.16
H12 6.27 0.48 1.55
H13 4.94 0.65 2.85
H14 3.55 1.03 0.18
H15 5.09 2.03 0.03
H16 4.53 3.16 2.36
H17 3.48 3.56 0.89
H18 2.81 1.22 2.97
H19 1.61 1.81 1.73
H20 0.97 2.58 4.07
H21 2.68 3.26 4.36
H22 2.13 5.35 3.41
H23 0.39 4.81 3.64
H24 0.69 3.68 1.02
H25 1.96 5.05 0.96
H26 -1.03 5.70 1.88
H27 0.31 6.85 1.29
H28 0.42 5.08 -0.88
H29 -0.55 6.63 -0.91
H30 -2.47 4.97 0.40
H31 -2.47 5.43 -1.37
H32 -2.63 3.30 -1.86
H33 -3.93 0.82 0.24
H34 -4.24 2.33 -0.82
H35 -3.09 -0.54 -1.77
H36 -2.48 1.32 1.91
H37 -1.49 2.87 1.96
H38 -6.43 3.15 2.37
H39 -6.21 1.77 3.63
H40 -5.84 1.46 1.80
O8 -10.44 2.38 -2.81
S2 -9.10 2.08 -2.37
O9 -8.71 2.14 -0.98
C23 -8.63 0.50 -3.04
C24 -8.02 0.82 -4.40
C25 -7.14 2.05 -4.17
C26 -7.95 3.05 -3.35
H41 -9.50 -0.15 -3.10
H42 -7.88 0.06 -2.37
H43 -7.45 -0.02 -4.79
H44 -8.81 1.06 -5.12
H45 -6.24 1.76 -3.62
H46 -6.81 2.49 -5.12
H47 -7.31 3.63 -2.68
H48 -8.53 3.72 -3.98
O10 4.16 -5.19 -0.42
S3 4.90 -4.58 -1.50
O11 6.30 -4.23 -1.37
C27 4.70 -5.58 -2.96
C28 3.45 -5.02 -3.62
C29 3.57 -3.50 -3.53
C30 3.99 -3.16 -2.10
H49 4.60 -6.63 -2.68
H50 5.58 -5.44 -3.59
H51 3.36 -5.36 -4.66
H52 2.55 -5.36 -3.08
H53 4.34 -3.16 -4.23
H54 2.63 -3.00 -3.79
H55 4.63 -2.28 -2.06
H56 3.13 -3.02 -1.45
O12 -9.39 3.46 -7.42
S4 -10.41 4.34 -7.95
O13 -11.13 4.03 -9.17
C31 -11.58 4.69 -6.66
C32 -11.01 5.92 -5.96
C33 -10.53 6.85 -7.08
C34 -9.73 5.99 -8.07
H57 -11.68 3.83 -6.00
H58 -12.54 4.92 -7.13
H59 -11.76 6.41 -5.33
H60 -10.17 5.64 -5.33
H61 -11.39 7.29 -7.59
H62 -9.92 7.67 -6.69
H63 -9.84 6.35 -9.09
H64 -8.68 5.94 -7.80
O14 8.49 -1.92 5.32
S5 8.10 -2.24 3.96
O15 7.07 -1.51 3.26
C35 9.57 -2.27 2.95
C36 10.07 -3.70 3.06
C37 8.83 -4.58 2.94
C38 7.76 -3.99 3.86
H65 10.29 -1.53 3.32
H66 9.28 -2.03 1.93
H67 10.80 -3.93 2.28
H68 10.55 -3.86 4.03
H69 8.47 -4.57 1.91
H70 9.04 -5.62 3.21
H71 6.76 -4.14 3.46
H72 7.82 -4.40 4.87
O16 5.71 -5.35 5.22
S6 5.81 -6.78 5.39
O17 6.99 -7.42 5.92
C39 4.38 -7.34 6.31
C40 3.33 -7.62 5.24
C41 4.07 -8.34 4.11
C42 5.36 -7.57 3.84
H73 4.08 -6.58 7.02
H74 4.66 -8.26 6.83
H75 2.51 -8.22 5.63
H76 2.92 -6.68 4.87
H77 4.31 -9.36 4.42
H78 3.46 -8.40 3.20
H79 6.17 -8.23 3.53
H80 5.22 -6.78 3.09

Calculated values
lowest unoccupied orbital energy = 0.034 eV
2S+1 = 1
net charge = 0
frontier orbital gap = 9.790 eV

F_max (eV Å⁻¹)
1.68, 2.43, 5.49